(1)
C26H50N2O3P2W | ωB97M-V/def2-TZVPD

- HOMO-LUMO gap (alpha / beta): 6.09 / 4.76 eV
- Relative energy (zero: lowest compared OMol25 entry of this formula, charge and spin): 0.0000 eV

Geometry as ORCA input:
```
! wB97M-V def2-TZVPD RIJCOSX def2/J DEFGRID3
* xyz 4 3
W -0.18619 -0.30674 -0.29644
C 1.80121 -0.45094 -0.68804
O 2.95571 -0.49774 -0.86594
C -2.13419 0.04056 0.18166
O -3.22479 0.31446 0.49896
P -0.14289 1.95486 -1.34954
C -0.50229 1.93646 -3.18984
H -0.49129 2.97386 -3.54374
C -1.46159 3.13396 -0.72294
H -2.35389 2.49926 -0.79794
C 1.53501 2.79196 -1.30834
H 2.14301 2.03886 -1.82744
C 1.31151 -3.53444 0.87486
P -0.20799 -2.72654 0.15066
H -0.93349 -4.25974 -1.67444
H 2.05551 -3.35254 0.08936
C -1.64879 -3.56054 0.99766
H -1.41719 -4.63224 1.04366
C -1.27449 3.46976 0.76386
H -2.19839 3.90716 1.15916
H -0.47409 4.20236 0.90426
H -1.03409 2.58246 1.35316
C -1.72619 4.40696 -1.53954
H -0.89539 5.11336 -1.47174
H -2.61689 4.90746 -1.14014
H -1.91229 4.19976 -2.59714
C 1.66921 4.11816 -2.06984
H 1.24881 4.07576 -3.07864
H 2.73131 4.37596 -2.16214
H 1.18211 4.93496 -1.53014
C 2.10941 2.92376 0.10946
H 3.17111 3.18956 0.04626
H 2.02021 1.99196 0.66926
H 1.60191 3.70986 0.67486
C 0.57531 1.15546 -3.95394
H 1.54791 1.65366 -3.91304
H 0.29121 1.05656 -5.00834
H 0.70171 0.14846 -3.54084
C -1.89919 1.35266 -3.44434
H -1.98059 0.34096 -3.03324
H -2.09619 1.30026 -4.52174
H -2.68599 1.95856 -2.98584
C 1.18291 -5.04734 1.09266
H 0.79411 -5.56344 0.20786
H 0.51741 -5.26934 1.93356
H 2.16431 -5.47554 1.32806
C 1.81361 -2.81414 2.13456
H 1.14181 -2.96314 2.98456
C -0.98209 -2.20534 -2.37324
H 1.90601 -1.73964 1.96336
H 2.79781 -3.20894 2.41246
C 1.06071 -3.66964 -2.24814
H -0.35049 -1.28044 -2.29594
H -1.02639 -2.38234 -3.45564
H -1.99179 -2.00024 -2.01574
C -0.30289 -3.36344 -1.61854
H 0.93141 -3.89824 -3.31294
H 1.54651 -4.52924 -1.77914
H 1.73361 -2.80934 -2.16924
C -2.95309 -3.37904 0.21006
H -3.19169 -2.31924 0.08446
H -3.77849 -3.84214 0.76326
H -2.91069 -3.84924 -0.77714
C -1.80179 -3.00554 2.42136
H -1.92009 -1.91724 2.39486
H -0.93529 -3.23454 3.04706
H -2.68859 -3.43904 2.89816
H -0.38239 -2.05724 -5.77034
H -0.37519 -1.34034 -5.96704
N 1.44171 3.28926 5.81246
C 1.33751 3.09866 4.47176
O 1.51471 4.06186 3.73916
C 1.01121 1.75896 3.86116
C 0.81151 0.63826 4.64456
C 0.37451 -0.49174 4.02176
C 0.24041 -0.50864 2.63196
N 0.57971 0.43586 1.73066
C 0.82611 1.62876 2.45216
H 1.66371 4.22606 6.18126
H 1.30281 2.53896 6.49866
H 0.90441 0.62806 5.71806
H 0.12201 -1.36804 4.60616
H -0.10189 -1.34954 2.21866
H 0.81851 2.57786 2.05616
*
```

(2)
C39H33Br2F3O9S | ωB97M-V/def2-TZVPD

- HOMO-LUMO gap: 8.23 eV
- SMILES: COCCCC[C@@]1(CC[C@@](F)(Br)C(F)(F)Br)COS(=O)(=O)O1.O=C1c2ccccc2C(=O)c2ccccc21.O=C1c2ccccc2C(=O)c2ccccc21

Geometry as ORCA input:
```
! wB97M-V def2-TZVPD RIJCOSX def2/J DEFGRID3
* xyz 0 1
C 2.81996 7.26745 1.38728
O 1.71905 6.62674 2.00463
C 1.80441 5.22100 1.98927
C 1.72755 4.62142 0.59380
C 1.53550 3.10692 0.64719
C 1.81907 2.42662 -0.69962
C 3.22774 1.83975 -0.85888
C 3.33221 0.39721 -0.36502
C 3.22963 0.27864 1.15636
C 3.65895 -1.04806 1.76875
F 3.19202 -1.07927 3.05152
Br 2.79103 -2.48911 0.81992
C 5.21280 -1.20705 1.87804
F 5.80346 -0.61431 0.81526
F 5.61149 -0.53702 2.98193
Br 5.87892 -3.00932 2.00064
C 3.71668 1.93022 -2.31947
O 4.40646 3.18144 -2.40914
S 5.16044 3.48057 -1.04749
O 6.42779 2.85165 -1.05342
O 5.03204 4.86009 -0.76270
O 4.16648 2.66706 -0.11940
H 2.98870 8.21022 1.90574
H 2.62289 7.47442 0.33175
H 3.72825 6.66060 1.45480
H 0.97043 4.86357 2.59718
H 2.73848 4.89785 2.47205
H 2.64188 4.85185 0.04453
H 0.88966 5.08023 0.06173
H 2.19228 2.70078 1.41859
H 0.50761 2.88873 0.94264
H 1.65838 3.15876 -1.49613
H 1.10980 1.61404 -0.86937
H 4.24417 -0.05816 -0.74189
H 2.49029 -0.14028 -0.80622
H 3.78288 1.07041 1.66451
H 2.18257 0.37963 1.44605
H 4.39348 1.12326 -2.59731
H 2.88706 1.97524 -3.01892
C -4.24171 -1.98561 -4.06035
C -3.52331 -1.12467 -3.23842
C -2.24083 -1.45870 -2.83798
C -1.67353 -2.65997 -3.24613
C -2.39856 -3.52627 -4.06648
C -3.68082 -3.18170 -4.47535
C -1.82806 -4.83222 -4.50849
O -2.44950 -5.57687 -5.23367
C -0.46339 -5.18818 -4.02085
C 0.08031 -6.41466 -4.38165
C 1.34680 -6.76428 -3.94495
C 2.07897 -5.88961 -3.14953
C 1.54181 -4.66664 -2.78644
C 0.26820 -4.31271 -3.21702
C -0.29523 -3.00030 -2.79648
O 0.34992 -2.23978 -2.10137
H -5.24343 -1.72267 -4.37317
H -3.96910 -0.19695 -2.90405
H -1.66654 -0.79394 -2.20704
H -4.22507 -3.86542 -5.11217
H -0.50280 -7.08016 -5.00316
H 1.76735 -7.72125 -4.22438
H 3.06976 -6.16453 -2.81259
H 2.09649 -3.97305 -2.16894
C -6.94719 0.86106 5.16337
C -7.61414 0.67691 3.95706
C -6.91602 0.27657 2.83082
C -5.54479 0.06210 2.90447
C -4.87423 0.25415 4.11346
C -5.58120 0.65093 5.24212
C -3.39933 0.05353 4.22248
O -2.82014 0.21058 5.27490
C -2.66490 -0.34439 2.98660
C -1.28447 -0.50313 3.04690
C -0.58797 -0.87623 1.91058
C -1.26006 -1.10209 0.71423
C -2.63412 -0.94808 0.65156
C -3.34073 -0.56234 1.78443
C -4.81703 -0.37835 1.67990
O -5.40159 -0.57375 0.63535
H -7.49605 1.17043 6.04308
H -8.68121 0.84639 3.89761
H -7.41703 0.12344 1.88489
H -5.04397 0.79097 6.17003
H -0.77865 -0.32943 3.98696
H 0.48578 -1.00178 1.92725
H -0.70148 -1.40795 -0.16281
H -3.17965 -1.13323 -0.26371
*
```